[1]
{"formula": "C26H52ClFeIO56S13", "method": "wB97M-V/def2-TZVPD", "lumo_ha": [-0.0046, -0.0087], "homo_lumo_gap_ev": [8.48, 8.32], "spin_multiplicity": 5, "e_tot_ha": -12432.5917, "homo_ev": [-8.608, -8.560], "s2": 6.0065, "symbols": ["Fe", "I", "Cl", "O", "O", "O", "O", "C", "C", "O", "S", "O", "O", "O", "H", "H", "H", "H", "C", "C", "O", "S", "O", "O", "O", "H", "H", "H", "H", "C", "C", "O", "S", "O", "O", "O", "H", "H", "H", "H", "C", "C", "O", "S", "O", "O", "O", "H", "H", "H", "H", "C", "C", "O", "S", "O", "O", "O", "H", "H", "H", "H", "C", "C", "O", "S", "O", "O", "O", "H", "H", "H", "H", "C", "C", "O", "S", "O", "O", "O", "H", "H", "H", "H", "C", "C", "O", "S", "O", "O", "O", "H", "H", "H", "H", "C", "C", "O", "S", "O", "O", "O", "H", "H", "H", "H", "C", "C", "O", "S", "O", "O", "O", "H", "H", "H", "H", "C", "C", "O", "S", "O", "O", "O", "H", "H", "H", "H", "C", "C", "O", "S", "O", "O", "O", "H", "H", "H", "H", "C", "C", "O", "S", "O", "O", "O", "H", "H", "H", "H"], "positions_angstrom": [[12.09, -7.62, -0.75], [12.97, -9.91, -1.69], [9.98, -8.19, 1.51], [9.64, -9.57, 1.71], [9.86, -7.81, 0.12], [9.10, -7.31, 2.25], [11.39, -8.00, 1.81], [9.84, -7.62, 6.06], [10.44, -9.02, 5.96], [10.29, -9.53, 7.27], [10.86, -8.35, 8.34], [12.32, -8.27, 8.40], [10.11, -8.50, 9.57], [10.18, -7.21, 7.39], [8.76, -7.61, 6.13], [10.19, -6.92, 5.31], [11.49, -8.94, 5.68], [9.92, -9.54, 5.16], [3.14, -10.30, 1.26], [3.86, -10.81, 2.50], [4.05, -9.63, 3.26], [4.41, -8.39, 2.30], [5.73, -8.67, 1.66], [4.13, -7.12, 2.88], [3.15, -8.86, 1.30], [2.18, -10.80, 1.14], [3.60, -10.43, 0.27], [4.87, -11.17, 2.31], [3.35, -11.56, 3.11], [11.87, -13.14, 4.56], [11.30, -11.92, 3.87], [9.89, -12.01, 4.00], [9.40, -13.56, 4.48], [8.45, -14.11, 3.54], [9.12, -13.61, 5.94], [10.91, -14.16, 4.21], [11.88, -12.93, 5.63], [12.81, -13.51, 4.14], [11.48, -11.77, 2.80], [11.64, -10.95, 4.24], [6.96, -11.50, 0.02], [8.09, -12.52, 0.17], [7.48, -13.76, 0.01], [5.87, -13.76, 0.43], [5.73, -13.70, 1.91], [5.11, -14.75, -0.33], [5.71, -12.17, -0.09], [7.07, -10.81, -0.81], [7.04, -10.83, 0.88], [8.62, -12.60, 1.12], [8.93, -12.44, -0.53], [10.06, -10.06, -4.70], [10.80, -9.25, -5.80], [10.89, -7.88, -5.31], [9.81, -7.64, -4.07], [8.65, -6.87, -4.52], [10.56, -7.26, -2.89], [9.31, -9.18, -3.97], [10.74, -10.76, -4.21], [9.27, -10.68, -5.13], [10.28, -9.19, -6.76], [11.81, -9.65, -5.86], [6.85, -10.37, 6.34], [6.73, -10.21, 4.75], [6.41, -11.60, 4.33], [5.66, -12.52, 5.50], [6.10, -13.91, 5.51], [4.23, -12.23, 5.63], [6.62, -11.74, 6.64], [6.23, -9.70, 6.94], [7.87, -10.26, 6.71], [7.62, -9.89, 4.22], [6.02, -9.38, 4.67], [7.11, -5.17, 0.15], [6.71, -6.17, -0.93], [7.80, -6.02, -1.90], [8.34, -4.46, -1.86], [7.25, -3.62, -2.42], [9.70, -4.32, -2.48], [8.27, -4.50, -0.24], [7.38, -5.83, 0.98], [6.35, -4.42, 0.36], [5.80, -6.08, -1.51], [6.80, -7.14, -0.44], [10.06, -16.56, 1.88], [11.57, -16.67, 1.51], [11.48, -16.24, 0.21], [10.51, -14.87, 0.18], [9.77, -14.75, -1.12], [11.20, -13.62, 0.60], [9.51, -15.42, 1.28], [9.87, -16.44, 2.95], [9.51, -17.42, 1.52], [11.97, -17.66, 1.74], [12.08, -16.00, 2.21], [17.19, -5.59, -0.16], [16.42, -4.47, 0.45], [15.15, -4.98, 0.84], [15.19, -6.63, 1.09], [13.99, -7.14, 0.47], [15.49, -6.97, 2.48], [16.55, -6.85, 0.12], [18.23, -5.54, 0.15], [17.24, -5.60, -1.25], [16.20, -3.69, -0.28], [16.89, -4.05, 1.34], [14.30, -11.52, 7.15], [15.64, -10.79, 7.20], [15.94, -10.59, 5.82], [14.63, -10.20, 4.92], [14.46, -11.06, 3.75], [14.48, -8.76, 4.80], [13.64, -10.92, 6.11], [13.64, -11.33, 8.00], [14.40, -12.58, 6.93], [16.31, -11.37, 7.83], [15.63, -9.82, 7.68], [5.59, -4.23, 4.65], [6.95, -4.95, 4.55], [6.96, -5.79, 5.66], [5.46, -6.26, 6.31], [5.26, -5.65, 7.59], [5.18, -7.68, 6.17], [4.71, -5.21, 5.13], [5.28, -3.94, 3.65], [5.56, -3.33, 5.28], [7.73, -4.19, 4.66], [7.16, -5.52, 3.65], [12.39, -3.87, -4.52], [13.24, -4.71, -5.42], [13.84, -5.64, -4.65], [13.85, -5.29, -3.00], [15.06, -4.57, -2.56], [13.38, -6.46, -2.26], [12.56, -4.24, -3.19], [11.31, -3.92, -4.68], [12.72, -2.83, -4.57], [13.95, -4.06, -5.94], [12.54, -5.08, -6.17], [10.72, -3.41, 2.58], [12.12, -3.96, 3.08], [12.91, -4.25, 1.91], [11.94, -4.22, 0.55], [11.91, -5.47, -0.23], [12.24, -3.01, -0.20], [10.50, -4.06, 1.32], [10.57, -2.33, 2.46], [9.96, -3.88, 3.20], [12.05, -4.82, 3.74], [12.61, -3.17, 3.66]], "lowdin_charge": [0.48, 0.18, 0.66, -0.31, -0.39, -0.34, -0.37, -0.15, -0.20, -0.20, 0.74, -0.25, -0.23, -0.21, 0.11, 0.13, 0.12, 0.12, -0.16, -0.16, -0.22, 0.71, -0.26, -0.22, -0.20, 0.13, 0.12, 0.09, 0.14, -0.14, -0.20, -0.21, 0.74, -0.22, -0.25, -0.23, 0.12, 0.14, 0.13, 0.10, -0.16, -0.20, -0.23, 0.79, -0.26, -0.23, -0.21, 0.13, 0.10, 0.11, 0.12, -0.22, -0.13, -0.21, 0.71, -0.23, -0.29, -0.18, 0.10, 0.13, 0.13, 0.13, -0.15, -0.09, -0.24, 0.74, -0.23, -0.25, -0.22, 0.11, 0.11, 0.12, 0.08, -0.19, -0.11, -0.24, 0.78, -0.26, -0.26, -0.22, 0.11, 0.14, 0.14, 0.11, -0.17, -0.20, -0.17, 0.75, -0.25, -0.25, -0.20, 0.12, 0.14, 0.14, 0.12, -0.17, -0.17, -0.23, 0.77, -0.32, -0.22, -0.17, 0.13, 0.12, 0.13, 0.13, -0.22, -0.15, -0.20, 0.76, -0.23, -0.23, -0.24, 0.14, 0.13, 0.14, 0.13, -0.19, -0.19, -0.23, 0.80, -0.22, -0.23, -0.21, 0.13, 0.13, 0.12, 0.12, -0.20, -0.23, -0.15, 0.83, -0.23, -0.33, -0.19, 0.14, 0.14, 0.13, 0.14, -0.12, -0.11, -0.21, 0.76, -0.30, -0.21, -0.21, 0.13, 0.12, 0.13, 0.13]}

[2]
{"formula": "C23H30N5O3PS", "method": "wB97M-V/def2-TZVPD", "lumo_ha": -0.0003, "homo_lumo_gap_ev": 8.15, "e_tot_ha": -2133.4036, "homo_ev": -8.162, "smiles": "O=C1OC[C@@H]([PH2]=S)O1.c1cc[nH]c1.c1cc[nH]c1.c1cc[nH]c1.c1cc[nH]c1.c1cc[nH]c1", "symbols": ["O", "C", "O", "C", "C", "P", "S", "O", "H", "H", "H", "H", "H", "C", "C", "C", "N", "C", "H", "H", "H", "H", "H", "C", "C", "C", "N", "C", "H", "H", "H", "H", "H", "C", "C", "C", "N", "C", "H", "H", "H", "H", "H", "C", "C", "C", "N", "C", "H", "H", "H", "H", "H", "C", "C", "C", "N", "C", "H", "H", "H", "H", "H"], "positions_angstrom": [[-5.06, 3.19, 0.99], [-4.21, 2.45, 1.37], [-3.49, 1.58, 0.63], [-2.14, 1.62, 1.14], [-2.32, 2.27, 2.53], [-1.68, 4.00, 2.65], [-0.14, 4.36, 1.52], [-3.76, 2.35, 2.67], [-1.86, 0.58, 1.26], [-1.50, 2.18, 0.47], [-1.95, 1.63, 3.33], [-2.82, 4.77, 2.38], [-1.41, 4.20, 4.01], [4.69, 4.29, -1.99], [3.33, 3.99, -2.28], [2.58, 4.41, -1.22], [3.43, 4.94, -0.29], [4.72, 4.88, -0.76], [5.55, 4.08, -2.61], [2.95, 3.52, -3.17], [1.52, 4.37, -1.04], [3.15, 5.32, 0.60], [5.54, 5.25, -0.17], [2.06, -1.30, -2.27], [1.41, -1.09, -1.02], [1.51, 0.24, -0.73], [2.19, 0.85, -1.75], [2.53, -0.08, -2.69], [2.16, -2.24, -2.79], [0.93, -1.84, -0.41], [1.16, 0.81, 0.11], [2.41, 1.83, -1.80], [3.07, 0.19, -3.58], [1.17, -1.48, 3.51], [1.60, -0.86, 4.71], [1.32, 0.48, 4.61], [0.72, 0.68, 3.39], [0.63, -0.51, 2.72], [1.24, -2.53, 3.26], [2.08, -1.33, 5.55], [1.49, 1.29, 5.29], [0.41, 1.57, 3.04], [0.19, -0.56, 1.73], [-5.32, -3.12, 1.71], [-4.08, -3.27, 2.39], [-3.51, -2.03, 2.49], [-4.35, -1.14, 1.89], [-5.46, -1.79, 1.41], [-6.02, -3.89, 1.46], [-3.66, -4.19, 2.76], [-2.58, -1.72, 2.93], [-4.18, -0.15, 1.81], [-6.24, -1.25, 0.91], [-0.15, -4.99, -5.53], [0.58, -6.16, -5.87], [1.86, -5.99, -5.42], [1.93, -4.77, -4.82], [0.71, -4.15, -4.88], [-1.19, -4.79, -5.74], [0.21, -7.03, -6.39], [2.72, -6.64, -5.47], [2.75, -4.38, -4.40], [0.56, -3.17, -4.46]], "lowdin_charge": [0.20, -0.57, 0.04, -0.12, -0.42, 0.43, 0.16, 0.00, 0.12, 0.09, 0.12, 0.01, -0.01, -0.10, -0.13, -0.16, 0.01, -0.13, 0.09, 0.10, 0.08, 0.14, 0.11, -0.11, -0.11, -0.15, 0.02, -0.13, 0.07, 0.09, 0.09, 0.09, 0.11, -0.10, -0.10, -0.14, 0.01, -0.15, 0.10, 0.09, 0.11, 0.10, 0.08, -0.11, -0.11, -0.14, 0.01, -0.13, 0.09, 0.09, 0.10, 0.10, 0.11, -0.11, -0.11, -0.15, 0.00, -0.14, 0.09, 0.09, 0.10, 0.14, 0.10]}

[3]
{"formula": "C6H10O", "method": "wB97M-V/def2-TZVPD", "lumo_ha": 0.0348, "homo_lumo_gap_ev": 10.33, "e_tot_ha": -309.8339, "homo_ev": -9.389, "smiles": "C[C@H]1CC=C[C@H]1O", "symbols": ["C", "C", "C", "C", "C", "C", "O", "H", "H", "H", "H", "H", "H", "H", "H", "H", "H"], "positions_angstrom": [[-1.03, 1.48, -0.28], [-0.61, 0.25, 0.51], [-1.03, -1.07, -0.20], [0.26, -1.62, -0.75], [1.32, -0.96, -0.29], [0.93, 0.13, 0.67], [1.57, 1.37, 0.42], [-0.61, 1.47, -1.29], [-2.13, 1.51, -0.36], [-0.70, 2.40, 0.21], [-1.07, 0.30, 1.51], [-1.78, -0.89, -0.98], [-1.48, -1.78, 0.50], [0.29, -2.47, -1.43], [2.36, -1.19, -0.54], [1.18, -0.18, 1.70], [2.51, 1.23, 0.58]], "lowdin_charge": [-0.07, -0.30, -0.16, -0.08, -0.04, -0.35, -0.04, 0.09, 0.08, 0.08, 0.13, 0.11, 0.11, 0.10, 0.11, 0.15, 0.09]}

[4]
{"formula": "C8H10Br2Cl3F5GeN2SeTa", "method": "wB97M-V/def2-TZVPD", "lumo_ha": [-0.5701, -0.5916], "homo_lumo_gap_ev": [6.36, 6.58], "spin_multiplicity": 2, "e_tot_ha": -11982.0293, "homo_ev": [-21.870, -22.677], "s2": 0.7688, "charge": 4, "symbols": ["Ta", "Br", "C", "Br", "H", "H", "C", "N", "C", "C", "N", "C", "C", "Se", "H", "H", "H", "H", "H", "H", "H", "H", "Cl", "Ge", "Cl", "Cl", "F", "C", "F", "C", "F", "F", "F"], "positions_angstrom": [[-0.58, 0.45, 0.11], [0.31, 0.27, 3.05], [2.18, 0.11, 2.54], [2.22, -0.51, 0.69], [2.69, -0.62, 3.19], [2.67, 1.09, 2.60], [-4.11, -2.25, -0.53], [-3.47, -3.50, -0.26], [-4.02, -4.71, -0.44], [-3.08, -5.67, -0.07], [-1.98, -5.03, 0.34], [-0.79, -5.66, 0.81], [-2.20, -3.67, 0.22], [-0.86, -2.42, 0.66], [-5.17, -2.43, -0.72], [-3.68, -1.79, -1.42], [-4.02, -1.58, 0.33], [-5.02, -4.87, -0.82], [-3.18, -6.75, -0.08], [-0.94, -6.74, 0.86], [-0.51, -5.30, 1.80], [0.05, -5.48, 0.12], [-2.70, 1.24, -0.16], [-2.28, 3.93, -0.79], [-3.61, 5.43, -1.06], [0.23, 2.54, 0.40], [0.64, -1.26, -2.00], [-0.28, -0.28, -1.97], [-1.47, -0.82, -2.36], [0.14, 0.94, -2.80], [-0.83, 1.90, -2.49], [0.32, 0.86, -4.06], [1.23, 1.39, -2.13]], "lowdin_charge": [0.93, 0.72, -0.82, 0.75, 0.06, 0.05, 0.01, -0.07, 0.13, 0.13, -0.08, 0.01, -0.52, 0.85, 0.13, 0.10, 0.09, 0.18, 0.19, 0.13, 0.12, 0.13, 0.18, 0.68, 0.34, 0.20, 0.05, -0.57, 0.06, -0.57, -0.03, 0.32, 0.09]}